C36H27BrF4N4OPSeW as an isolated structure at a distorted geometry, computed with wB97M-V/def2-TZVPD.

Last column: Löwdin spin population.
Atoms and positions in Å:
W 0.1127 -1.3191 -0.5086  2.0992
F -6.4321 1.8815 -0.1651  0.0001
C -5.4709 0.9630 -0.0745  -0.0001
C -5.7770 -0.4142 0.1022  0.0006
F -7.0696 -0.8003 0.1424  0.0003
C -4.7228 -1.3565 0.0420  -0.0007
F -5.0800 -2.7074 0.0541  0.0003
C -3.4248 -0.9056 -0.1934  0.0056
P -2.0319 -2.0659 -0.3746  0.0578
C -2.2004 -3.3816 0.9082  0.0214
C -1.6649 -4.6670 0.7152  0.0102
C -1.6251 -5.5445 1.8087  0.0002
C -2.2547 -5.2294 3.0201  0.0072
C -2.8267 -3.9646 3.1735  0.0040
C -2.7748 -3.0233 2.1223  0.0036
C -2.2448 -2.7849 -2.0177  0.0122
C -1.5043 -2.2393 -3.0828  -0.0006
C -1.6919 -2.7629 -4.3589  -0.0038
C -2.5575 -3.8364 -4.6164  0.0081
C -3.3007 -4.3523 -3.5513  -0.0022
C -3.1642 -3.8010 -2.2641  0.0062
C -3.0958 0.4011 -0.4063  0.0138
Br -1.2824 1.0208 -0.7895  0.0269
C -4.1128 1.3320 -0.3220  0.0017
F -3.8652 2.6291 -0.5701  0.0003
H -1.2539 -4.9233 -0.2544  -0.0002
H -1.1210 -6.5002 1.6744  -0.0001
H -2.2766 -5.9864 3.8148  0.0003
H -3.2343 -3.6155 4.1147  0.0002
H -3.2096 -2.0540 2.2760  0.0000
H -0.7352 -1.4696 -2.8332  0.0049
H -1.0651 -2.3074 -5.1474  -0.0002
H -2.6218 -4.2339 -5.6229  0.0005
H -3.9989 -5.1726 -3.6864  0.0000
H -3.7712 -4.2015 -1.4436  0.0000
C 2.4838 8.7113 -0.8195  0.0001
C 2.3151 7.3886 -0.0859  0.0008
C 1.1551 6.6073 -0.3013  0.0001
C 0.9922 5.4012 0.3404  0.0003
C 2.0512 4.8191 1.0569  0.0006
N 1.9276 3.4971 1.5770  0.0010
C 2.7497 3.0602 2.6092  0.0001
O 3.7727 3.6232 2.9297  0.0003
N 2.3046 1.9015 3.2802  0.0045
C 1.7852 0.6817 2.8092  0.0055
C 1.6080 -0.3184 3.7769  0.0167
C 1.2893 -1.6280 3.3819  0.0046
C 1.1565 -1.9461 2.0337  0.0378
N 1.1684 -0.9257 1.1299  0.0311
C 1.5734 0.3827 1.4643  0.0151
C 3.2249 5.5490 1.2358  0.0004
C 3.3285 6.8357 0.6981  0.0001
H 1.8227 8.7270 -1.6908  0.0000
H 3.5421 8.8271 -1.1829  0.0000
H 2.2445 9.5947 -0.1603  0.0001
H 0.3813 6.9661 -0.9609  0.0000
H 0.0424 4.9232 0.1966  0.0000
H 1.0723 2.9448 1.3814  0.0001
H 2.8884 1.7939 4.0911  0.0001
H 1.6847 -0.0645 4.8277  0.0006
H 1.1456 -2.3958 4.1626  -0.0001
H 1.1601 -2.9744 1.6756  0.0048
H 1.7955 1.0429 0.6567  0.0028
H 4.0465 5.2099 1.8558  0.0000
H 4.2158 7.4045 1.0022  0.0000
Se 1.3681 -3.1309 -1.5067  -0.3391
C 2.9014 -2.1415 -2.0142  -0.0154
C 2.9324 -0.7591 -2.1908  0.0026
C 4.1476 -0.1814 -2.4270  0.0074
N 5.2809 -0.9132 -2.5034  -0.0358
C 5.2280 -2.2310 -2.4552  0.0047
C 4.0203 -2.9175 -2.2251  -0.0449
H 2.0403 -0.1348 -2.1166  0.0148
H 4.2933 0.8852 -2.5595  0.0006
H 6.1937 -2.7339 -2.5262  0.0011
H 4.0158 -3.9888 -2.1321  -0.0014

HOMO energy (alpha / beta) = -13.96 / -13.95 eV
Multiplicity = 3
Net charge = +3